C25H27N2O14PS | wB97M-V/def2-TZVPD

```
70
Properties=species:S:1:pos:R:3:lowdin_charge:R:1
N -2.041 -4.286 2.985 0.161
C -1.858 -3.098 3.173 -0.229
O -1.983 -1.671 3.325 -0.042
C -1.913 -1.200 1.936 -0.179
C -0.604 -0.525 1.415 0.040
C -0.582 -0.082 -0.109 -0.199
P 1.029 0.688 -0.727 0.689
O 0.870 2.228 -0.764 -0.356
O 1.366 0.225 -2.355 -0.188
O 2.334 0.286 0.308 -0.193
C -1.851 -0.337 -0.968 0.018
C -3.185 -0.986 -0.433 -0.156
C -3.191 -1.425 1.077 -0.305
S -4.771 -2.192 1.726 0.901
C -6.062 -1.215 0.780 -0.383
C -7.453 -0.826 1.397 -0.002
C -8.474 -0.017 0.495 -0.211
O -9.793 0.344 0.968 -0.040
C -8.058 0.406 -0.952 -0.003
C -6.660 0.001 -1.532 -0.012
C -5.629 -0.817 -0.691 -0.197
N -4.346 -1.200 -1.313 0.019
H 0.321 -0.338 2.068 0.114
H 1.208 1.009 -2.943 0.089
H 2.146 0.791 1.142 0.086
H -1.797 -0.033 -2.081 0.107
H -7.749 -1.137 2.469 0.108
H -9.733 0.460 1.946 0.107
H -8.743 1.004 -1.665 0.107
H -6.332 0.281 -2.605 0.099
H -4.221 -0.789 -2.247 0.120
C 4.955 -1.431 0.988 -0.024
C 5.240 -1.073 2.433 -0.345
C 6.200 0.070 2.568 -0.116
O 6.783 -0.169 3.841 0.063
C 6.763 -1.523 4.016 -0.532
O 7.394 -2.108 4.848 0.159
O 5.929 -2.120 3.112 0.087
H 4.079 -2.081 0.920 0.078
H 4.754 -0.536 0.394 0.077
H 5.790 -1.977 0.539 0.095
H 4.301 -0.879 2.965 0.158
H 5.697 1.039 2.539 0.141
H 6.995 0.057 1.816 0.144
C 1.702 4.969 -0.566 -0.048
C 2.385 6.319 -0.458 -0.344
C 1.456 7.462 -0.733 -0.119
O 2.343 8.473 -1.191 0.061
C 3.378 7.821 -1.795 -0.534
O 4.180 8.342 -2.515 0.154
O 3.376 6.493 -1.469 0.085
H 2.322 4.188 -0.122 0.070
H 0.743 4.972 -0.042 0.091
H 1.537 4.687 -1.608 0.089
H 2.871 6.418 0.520 0.159
H 0.919 7.783 0.162 0.141
H 0.734 7.250 -1.528 0.142
C -0.259 -6.001 -2.102 -0.018
C -0.145 -4.491 -2.031 -0.341
C 1.065 -3.966 -2.743 -0.107
O 1.314 -2.746 -2.060 0.054
C 0.872 -2.932 -0.785 -0.515
O 1.145 -2.218 0.141 0.103
O 0.077 -4.039 -0.698 0.095
H -1.259 -6.324 -1.803 0.087
H -0.081 -6.360 -3.119 0.090
H 0.448 -6.487 -1.423 0.096
H -1.067 -4.026 -2.402 0.160
H 0.879 -3.795 -3.805 0.145
H 1.943 -4.610 -2.632 0.146
```

## Properties
orbital gap = 7.41 eV
calculated total energy = -78123.7918 eV
lowest unoccupied orbital energy = -0.85 eV

C25H27N5O4S | wB97M-V/def2-TZVPD

```
62
Properties=species:S:1:pos:R:3:lowdin_charge:R:1
C -2.950 -1.307 2.261 -0.089
O -2.603 -0.602 1.086 -0.252
C -2.508 0.795 1.287 -0.217
C -2.321 1.495 -0.059 -0.139
C -3.582 1.426 -0.928 -0.160
N -3.915 0.057 -1.244 0.054
C -3.842 -0.443 -2.489 -0.593
O -3.809 0.221 -3.501 0.046
C -3.936 -1.971 -2.546 -0.329
S -3.002 -2.814 -1.229 1.069
C -1.487 -2.007 -1.467 -0.542
N -1.363 -1.160 -2.420 0.126
C -0.174 -0.510 -2.620 -0.199
C -0.108 0.457 -3.626 0.009
C 1.076 1.126 -3.851 -0.060
C 2.209 0.849 -3.088 -0.082
C 2.162 -0.098 -2.087 -0.024
C 0.972 -0.782 -1.842 -0.075
C 0.819 -1.740 -0.783 -0.213
N 1.677 -2.124 0.084 0.122
C 1.008 -2.994 1.021 -0.210
C 1.100 -2.481 2.472 -0.017
C 0.798 -0.990 2.616 -0.480
O -0.085 -0.562 3.334 0.047
N 1.642 -0.201 1.928 0.086
C 1.462 1.234 1.817 -0.124
C 2.791 1.891 1.578 -0.218
C 3.100 2.435 0.338 -0.049
C 4.341 3.005 0.114 -0.083
C 5.286 3.033 1.125 -0.092
C 4.986 2.488 2.363 -0.082
C 3.745 1.920 2.588 -0.038
C -0.427 -3.112 0.516 -0.356
O -1.348 -3.759 0.933 0.088
N -0.451 -2.311 -0.616 0.114
H -2.963 -2.361 1.994 0.072
H -3.940 -0.999 2.617 0.095
H -2.211 -1.129 3.046 0.074
H -3.426 1.162 1.772 0.129
H -1.664 1.006 1.959 0.109
H -1.492 1.026 -0.594 0.102
H -2.068 2.540 0.122 0.118
H -3.429 1.952 -1.873 0.121
H -4.421 1.888 -0.395 0.122
H -3.816 -0.579 -0.459 0.086
H -3.569 -2.308 -3.514 0.088
H -4.971 -2.288 -2.417 0.088
H -1.001 0.657 -4.196 0.117
H 1.127 1.874 -4.627 0.107
H 3.129 1.381 -3.280 0.104
H 3.026 -0.323 -1.481 0.116
H 1.468 -3.989 0.986 0.165
H 2.113 -2.655 2.840 0.128
H 0.393 -3.041 3.085 0.130
H 2.255 -0.642 1.252 0.117
H 0.772 1.468 0.994 0.118
H 1.011 1.573 2.755 0.131
H 2.364 2.412 -0.454 0.101
H 4.570 3.429 -0.853 0.101
H 6.254 3.478 0.950 0.101
H 5.720 2.509 3.154 0.102
H 3.508 1.494 3.551 0.117
```

## Properties
orbital gap = 8.23 eV
calculated total energy = -52841.0569 eV
lowest unoccupied orbital energy = -0.27 eV
energy above the lowest of the compared OMol25 structures with the same formula, charge and spin = 2.47 kcal/mol

C25H27N7 | wB97M-V/def2-TZVPD

```
59
Properties=species:S:1:pos:R:3:lowdin_charge:R:1
C -4.221 -2.240 -1.038 -0.106
C -3.811 -2.518 0.255 -0.095
C -3.750 -1.505 1.195 -0.047
C -4.111 -0.207 0.858 -0.245
C -4.037 0.894 1.882 -0.130
C -2.609 1.444 1.994 -0.114
N -2.207 2.050 0.756 -0.054
N -2.945 2.992 0.158 0.048
N -2.354 3.328 -0.907 -0.027
N -1.227 2.647 -1.069 0.087
C -1.122 1.842 -0.036 -0.250
C -0.009 0.893 0.277 -0.213
C -0.337 -0.514 -0.174 -0.159
C 0.218 -1.598 0.493 -0.018
C -0.030 -2.876 0.022 -0.055
C -0.811 -3.015 -1.115 -0.154
N -1.342 -1.990 -1.758 0.082
C -1.116 -0.774 -1.297 -0.106
N 1.281 1.275 -0.256 -0.115
C 1.411 1.302 -1.702 -0.142
C 2.925 1.367 -2.023 -0.132
N 3.718 1.346 -0.813 -0.109
C 3.934 0.128 -0.168 -0.225
C 4.799 0.077 0.932 -0.030
C 5.081 -1.115 1.567 -0.096
C 4.523 -2.302 1.121 -0.111
C 3.685 -2.271 0.021 -0.101
C 3.392 -1.080 -0.615 -0.035
C 3.365 2.490 0.000 -0.128
C 1.847 2.475 0.324 -0.133
C -4.512 0.065 -0.443 -0.049
C -4.566 -0.946 -1.386 -0.081
H -4.266 -3.029 -1.772 0.105
H -3.537 -3.525 0.533 0.104
H -3.431 -1.726 2.205 0.114
H -4.700 1.713 1.600 0.110
H -4.334 0.519 2.863 0.119
H -2.565 2.203 2.782 0.131
H -1.911 0.637 2.226 0.123
H 0.115 0.877 1.371 0.149
H 0.848 -1.440 1.357 0.124
H 0.385 -3.739 0.519 0.103
H -1.022 -3.989 -1.536 0.108
H -1.574 0.030 -1.859 0.122
H 0.969 0.391 -2.107 0.108
H 0.881 2.162 -2.136 0.106
H 3.158 2.304 -2.538 0.121
H 3.235 0.548 -2.672 0.117
H 5.274 0.980 1.285 0.103
H 5.752 -1.119 2.414 0.100
H 4.744 -3.234 1.620 0.095
H 3.242 -3.186 -0.347 0.100
H 2.717 -1.104 -1.455 0.101
H 3.623 3.394 -0.561 0.120
H 3.944 2.488 0.921 0.101
H 1.695 2.443 1.406 0.121
H 1.360 3.385 -0.066 0.119
H -4.787 1.074 -0.716 0.107
H -4.878 -0.723 -2.395 0.107
```

## Properties
orbital gap = 8.17 eV
calculated total energy = -36792.7875 eV
lowest unoccupied orbital energy = 0.47 eV

C25H28AuBrIN4O2S | wB97M-V/def2-TZVPD

```
63
Properties=species:S:1:pos:R:3:lowdin_charge:R:1
Au 0.744 0.705 0.331 0.632
C -1.635 -0.959 5.283 0.004
C -1.176 -1.876 4.192 -0.249
N -0.866 -3.122 4.520 0.141
C -0.509 -3.981 3.569 -0.068
C -0.481 -3.673 2.221 -0.131
C -0.169 -4.723 1.186 -0.191
O 0.704 -4.252 0.169 -0.077
C -0.763 -2.346 1.858 -0.045
C -0.843 -2.032 0.420 -0.030
N -0.333 -1.036 -0.189 -0.067
C -0.577 -0.964 -1.609 -0.372
C -1.860 -0.693 -2.063 -0.021
C -2.111 -0.597 -3.423 -0.060
C -1.078 -0.778 -4.330 -0.071
C 0.205 -1.048 -3.878 -0.151
C 0.464 -1.133 -2.517 -0.668
I 2.410 -1.507 -1.887 0.947
C -1.088 -1.446 2.860 -0.176
O -1.433 -0.166 2.509 0.008
H -2.032 -1.560 6.097 0.090
H -2.399 -0.267 4.928 0.092
H -0.805 -0.364 5.670 0.089
H -0.259 -4.983 3.902 0.124
H -1.083 -5.027 0.669 0.135
H 0.230 -5.613 1.677 0.128
H 1.587 -4.137 0.537 0.094
H -1.380 -2.764 -0.182 0.157
H -2.655 -0.541 -1.344 0.125
H -3.113 -0.385 -3.770 0.114
H -1.269 -0.716 -5.393 0.113
H 1.008 -1.205 -4.586 0.096
Br 1.928 4.525 4.236 0.756
C 0.872 3.035 3.753 -0.732
C 1.374 1.758 3.925 -0.129
C 0.621 0.660 3.532 -0.053
C -0.639 0.861 2.984 -0.327
C -1.152 2.142 2.833 -0.012
C -0.392 3.233 3.215 -0.124
H 2.357 1.613 4.350 0.111
H 1.022 -0.337 3.655 0.128
H -2.139 2.270 2.409 0.129
H -0.779 4.235 3.093 0.111
C 0.408 4.239 -2.600 -0.070
C 0.779 2.768 -2.530 -0.254
N 2.198 2.566 -2.233 0.032
C 2.762 2.527 -1.036 -0.763
S 1.886 2.711 0.467 0.630
N 4.081 2.391 -0.942 0.008
C 5.023 2.317 -2.056 -0.222
C 5.327 3.677 -2.671 -0.069
H -0.649 4.342 -2.843 0.083
H 0.984 4.755 -3.369 0.079
H 0.589 4.725 -1.642 0.068
H 0.589 2.263 -3.477 0.120
H 0.193 2.254 -1.768 0.058
H 2.805 2.457 -3.031 0.130
H 4.434 2.361 0.001 0.127
H 4.636 1.613 -2.798 0.108
H 5.932 1.865 -1.663 0.126
H 4.428 4.163 -3.051 0.069
H 6.026 3.564 -3.499 0.084
H 5.776 4.338 -1.932 0.084
```

## Properties
orbital gap = 7.99 eV
calculated total energy = -129101.2654 eV
charge = +1
lowest unoccupied orbital energy = -2.87 eV
energy above the lowest of the compared OMol25 structures with the same formula, charge and spin = 0.00 kcal/mol